(1)
A cluster of 2 separate species, CH3N3O4 in total in a non-equilibrium geometry, computed with ωB97M-V/def2-TZVPD.

Values from the calculation:
**Kohn-Sham gap**: 10.43 eV
**E_LUMO**: 0.0173 Eh
**Charge**: 0
**Multiplicity**: 1
**Energy relative to the best compared isomer or geometry (same formula, charge and spin)**: 127.0 kJ/mol
**HOMO level**: -10.0 eV
**Structure (SMILES)**: [O-]/[N+](O)=N/O.N=C=O

The geometry in XYZ format:
```
11
Properties=species:S:1:pos:R:3:mulliken_charge:R:1
C -2.309 0.552 0.273 0.460
N -3.016 1.479 0.405 -0.461
N 1.364 0.177 0.119 -0.213
N 2.578 0.412 0.102 0.873
O -1.649 -0.343 0.216 -0.364
O 3.038 1.508 -0.067 -0.653
O 3.455 -0.694 0.245 -0.444
O 1.049 -1.155 0.396 -0.377
H 0.231 -1.128 -0.037 0.446
H -2.854 2.428 -0.030 0.309
H 2.808 -1.440 0.143 0.426
```



(2)
The molecule C4H4ClIN2 in a non-equilibrium geometry, computed with ωB97M-V/def2-TZVPD.

Values from the calculation:
**Kohn-Sham gap**: 8.31 eV
**E_LUMO**: -0.0272 Eh
**Charge**: 0
**Multiplicity**: 1
**Energy relative to the best compared isomer or geometry (same formula, charge and spin)**: 0.0 kJ/mol
**HOMO level**: -9.1 eV
**Structure (SMILES)**: Cc1c(Cl)cnn1I

The geometry in XYZ format:
```
12
Properties=species:S:1:pos:R:3:mulliken_charge:R:1
C 0.599 1.575 -1.116 -0.161
C -0.049 0.356 -1.220 0.252
C -0.122 -0.149 0.104 0.339
C -0.575 -1.520 0.616 -1.150
N 0.910 1.803 0.166 -0.764
N 0.529 0.790 0.846 0.213
Cl -0.868 -0.401 -2.546 -0.217
I 0.873 0.737 2.848 0.232
H 0.885 2.386 -1.839 0.398
H 0.167 -2.324 0.368 0.236
H -0.783 -1.504 1.694 0.335
H -1.565 -1.748 0.081 0.286
```



(3)
A cluster of 2 separate species, CH8NO in total in a non-equilibrium geometry, computed with ωB97M-V/def2-TZVPD.

Values from the calculation:
**Kohn-Sham gap (alpha / beta)**: 12.25 / 4.79 eV
**E_LUMO (alpha / beta)**: -0.3480 / -0.6221 Eh
**Charge**: +2
**<S²>**: 0.75
**Multiplicity**: 2
**Energy relative to the best compared isomer or geometry (same formula, charge and spin)**: 139.7 kJ/mol
**HOMO level (alpha / beta)**: -21.7 / -21.7 eV

The geometry in XYZ format:
```
11
Properties=species:S:1:pos:R:3:mulliken_charge:R:1
C 0.171 -1.822 0.523 -0.637
N 0.352 -0.695 -0.504 -0.353
H -0.495 -1.354 1.347 0.276
H -0.545 -2.533 0.018 0.302
H 0.974 -2.463 1.038 0.324
H -0.056 -1.038 -1.348 0.387
H 1.348 -0.410 -0.748 0.405
H -0.039 0.200 -0.101 0.303
H 0.216 3.545 0.063 0.526
H -1.299 3.625 -0.202 0.484
O -0.627 2.946 -0.085 -0.017
```



(4)
A structure of composition C3H6INO2 in a non-equilibrium geometry, computed with ωB97M-V/def2-TZVPD.

Values from the calculation:
**Kohn-Sham gap**: 9.08 eV
**E_LUMO**: -0.0348 Eh
**Charge**: 0
**Multiplicity**: 1
**Energy relative to the best compared isomer or geometry (same formula, charge and spin)**: 457.1 kJ/mol
**HOMO level**: -10.0 eV

The geometry in XYZ format:
```
13
Properties=species:S:1:pos:R:3:mulliken_charge:R:1
C 0.091 0.836 1.437 -1.328
C 0.561 0.738 0.013 -0.265
C 0.191 -0.587 -0.704 -0.694
N -1.165 -1.094 -0.814 1.000
O -1.288 -2.313 -0.956 -0.525
O -2.094 -0.348 -0.626 -0.557
I 0.859 -0.523 -2.855 0.069
H -0.928 1.001 1.550 0.361
H 0.565 1.701 1.789 0.373
H 0.422 -0.038 1.899 0.408
H 1.625 0.613 -0.043 0.378
H 0.263 1.691 -0.546 0.345
H 0.899 -1.678 -0.143 0.434
```



(5)
A cluster of 7 separate species, C36H92N6O13 in total in a non-equilibrium geometry, computed with ωB97M-V/def2-TZVPD.

Values from the calculation:
**Kohn-Sham gap (alpha / beta)**: 1.16 / 8.62 eV
**E_LUMO (alpha / beta)**: 0.0767 / 0.0763 Eh
**Charge**: -1
**<S²>**: 0.75
**Multiplicity**: 2
**HOMO level (alpha / beta)**: 0.9 / -6.5 eV

The geometry in XYZ format:
```
147
Properties=species:S:1:pos:R:3:mulliken_charge:R:1
C 6.925 2.906 -3.525 -0.930
O 5.556 2.960 -3.418 -0.184
C 4.865 1.755 -3.698 -1.167
C 3.530 1.733 -2.895 0.847
N 2.634 2.687 -3.466 -0.445
C 1.518 3.014 -2.513 0.646
C 0.650 4.177 -2.895 -0.905
O -0.355 4.328 -1.874 0.854
C -1.028 5.576 -1.825 -2.104
H 7.356 2.124 -2.900 0.317
H 7.467 3.824 -3.300 0.242
H 7.067 2.577 -4.555 0.336
H 5.382 0.837 -3.418 0.501
H 4.787 1.700 -4.784 0.399
H 3.647 1.802 -1.813 0.085
H 3.070 0.745 -2.932 -0.371
H 3.170 3.503 -3.725 0.395
H 1.734 2.991 -1.445 0.107
H 0.858 2.147 -2.486 -0.360
H 0.086 4.041 -3.818 0.284
H 1.203 5.115 -2.945 0.325
H -1.760 5.522 -2.630 0.367
H -0.435 6.485 -1.920 0.358
H -1.535 5.590 -0.860 0.304
C -0.774 -2.047 4.628 -1.441
O -0.979 -1.256 3.482 0.498
C -2.249 -1.253 2.787 -1.308
C -2.262 -0.088 1.831 1.126
N -1.660 -0.558 0.591 1.479
C -1.506 0.509 -0.363 0.507
C -1.082 -0.004 -1.793 -1.218
O 0.160 -0.701 -1.744 0.193
C 0.613 -1.149 -3.005 -1.504
H -1.643 -2.140 5.280 0.345
H -0.020 -1.575 5.258 0.247
H -0.469 -3.017 4.235 0.173
H -3.087 -1.103 3.467 0.540
H -2.443 -2.256 2.407 0.443
H -1.686 0.667 2.365 -0.328
H -3.278 0.271 1.670 -0.472
H -0.789 -1.057 0.707 -0.790
H -0.791 1.158 0.142 -0.455
H -2.486 0.974 -0.470 -0.088
H -0.877 0.813 -2.484 0.410
H -1.791 -0.736 -2.181 0.503
H 0.405 -0.449 -3.814 0.550
H 0.322 -2.157 -3.303 0.272
H 1.696 -1.026 -3.010 0.191
C -5.301 2.284 3.378 -0.658
O -5.303 1.030 2.628 1.022
C -6.481 0.196 2.916 -0.995
C -6.333 -1.188 2.123 -0.935
N -5.714 -0.975 0.792 0.326
C -6.623 -0.488 -0.176 -0.868
C -6.016 -0.001 -1.494 -0.759
O -4.863 0.893 -1.226 0.252
C -5.242 2.212 -0.901 -1.401
H -5.577 3.174 2.813 0.389
H -4.324 2.418 3.843 -0.658
H -5.889 2.252 4.295 0.266
H -7.299 0.683 2.384 0.434
H -6.686 0.061 3.978 0.464
H -7.277 -1.701 1.937 0.479
H -5.679 -1.957 2.534 0.248
H -5.066 -0.208 0.899 -0.304
H -7.347 0.226 0.215 0.399
H -7.242 -1.327 -0.496 0.490
H -6.863 0.456 -2.006 0.477
H -5.545 -0.783 -2.091 0.251
H -5.954 2.591 -1.635 0.467
H -4.360 2.853 -0.883 0.090
H -5.807 2.241 0.030 0.227
C 7.058 -6.242 -3.467 -0.650
O 7.095 -7.414 -4.191 -0.330
C 6.030 -7.521 -5.171 -0.735
C 5.950 -6.542 -6.370 -0.675
N 5.239 -5.269 -5.982 -0.096
C 5.113 -4.370 -7.140 -0.900
C 4.462 -3.031 -6.725 -0.520
O 3.166 -3.397 -6.265 -0.242
C 2.314 -2.256 -5.997 -0.894
H 7.978 -6.319 -2.888 0.237
H 6.121 -6.298 -2.913 0.263
H 6.980 -5.339 -4.073 0.249
H 5.060 -7.680 -4.701 0.429
H 6.122 -8.477 -5.686 0.352
H 5.349 -6.831 -7.232 0.540
H 6.951 -6.293 -6.722 0.316
H 4.323 -5.507 -5.630 0.155
H 4.533 -4.882 -7.908 0.374
H 6.121 -4.255 -7.537 0.449
H 4.249 -2.538 -7.673 0.447
H 5.109 -2.563 -5.982 0.287
H 1.267 -2.548 -5.915 0.263
H 2.431 -1.415 -6.680 0.376
H 2.435 -1.857 -4.989 0.282
C -0.022 3.384 1.551 -0.081
O -0.939 3.229 2.568 -0.263
C -0.325 3.048 3.915 -0.817
C -1.499 3.172 5.002 -0.167
N -2.162 4.527 5.111 -0.298
C -3.474 4.480 5.775 -0.276
C -3.520 4.064 7.258 -0.491
O -4.910 4.025 7.734 -0.131
C -4.973 4.333 9.090 -0.899
H -0.653 3.715 0.726 0.164
H 0.460 2.473 1.195 -0.515
H 0.652 4.207 1.790 0.585
H 0.333 3.905 4.057 0.641
H 0.294 2.155 4.006 0.194
H -1.184 2.787 5.972 0.276
H -2.216 2.426 4.659 -0.149
H -2.075 5.058 4.257 0.328
H -4.271 3.962 5.241 -0.349
H -3.890 5.487 5.793 0.504
H -2.967 4.803 7.838 0.332
H -3.105 3.057 7.248 0.236
H -4.995 5.408 9.266 0.303
H -4.097 3.916 9.588 0.333
H -5.853 4.002 9.640 0.282
C 3.589 1.669 2.695 -1.025
O 3.136 1.693 1.376 -0.090
C 2.914 0.446 0.721 -0.527
C 1.707 -0.345 1.214 0.735
N 1.873 -1.631 0.525 -0.145
C 0.997 -2.660 0.963 0.660
C 1.686 -4.007 0.843 -1.140
O 0.849 -4.966 1.179 -0.345
C 0.978 -5.367 2.592 -0.822
H 3.824 2.654 3.099 0.282
H 4.543 1.149 2.784 0.349
H 2.922 1.064 3.309 0.298
H 3.862 -0.083 0.811 0.538
H 2.759 0.678 -0.333 -0.628
H 0.744 0.153 1.105 -0.325
H 1.860 -0.393 2.293 0.406
H 1.540 -1.494 -0.418 0.100
H 0.122 -2.573 0.320 0.409
H 0.725 -2.591 2.017 -0.427
H 2.517 -3.957 1.546 0.463
H 1.960 -4.164 -0.201 0.295
H 1.663 -6.212 2.668 0.329
H -0.059 -5.600 2.832 0.289
H 1.390 -4.648 3.299 0.325
O -3.633 -2.540 0.048 -0.828
H -4.477 -2.098 0.148 0.504
H -2.983 -1.859 0.223 0.124
```



(6)
A cluster of 8 separate species, C26H43N5O3S3 in total in a non-equilibrium geometry, computed with ωB97M-V/def2-TZVPD.

Values from the calculation:
**Kohn-Sham gap**: 7.49 eV
**E_LUMO**: 0.0076 Eh
**Charge**: 0
**Multiplicity**: 1
**Energy relative to the best compared isomer or geometry (same formula, charge and spin)**: 264.0 kJ/mol
**HOMO level**: -7.3 eV

The geometry in XYZ format:
```
80
Properties=species:S:1:pos:R:3:mulliken_charge:R:1
C -23.910 2.804 -0.237 -0.612
S -25.769 2.892 0.023 0.507
O -26.067 4.201 0.750 -0.701
C -26.046 3.184 -1.701 -1.048
H -23.616 3.850 -0.325 0.337
H -23.578 2.178 -1.065 0.468
H -23.473 2.348 0.651 -0.144
H -25.531 4.110 -1.958 0.320
H -27.122 3.279 -1.850 0.362
H -25.645 2.298 -2.193 0.392
C -22.523 4.649 5.074 -1.117
S -22.648 4.079 3.294 0.638
O -21.321 4.468 2.624 -0.822
C -22.431 2.289 3.806 -0.255
H -23.224 4.307 5.837 0.373
H -22.755 5.714 5.046 0.421
H -21.545 4.432 5.502 0.300
H -22.439 1.811 2.826 0.062
H -23.282 1.983 4.414 -0.157
H -21.449 1.954 4.139 0.362
C -20.801 -2.275 0.947 -1.031
S -19.935 -0.689 1.021 0.487
O -20.774 0.196 1.886 -0.490
C -18.484 -1.377 2.069 -1.062
H -21.349 -2.579 1.840 0.304
H -20.123 -3.087 0.683 0.386
H -21.461 -2.333 0.082 0.339
H -17.973 -1.967 1.309 0.380
H -18.761 -2.006 2.915 0.361
H -17.882 -0.616 2.565 0.332
N -21.835 5.478 10.010 0.004
C -21.322 5.861 8.806 -0.729
C -20.352 4.995 8.424 0.109
C -20.312 3.955 9.434 -0.823
C -21.143 4.347 10.423 -0.455
H -22.615 5.827 10.549 0.203
H -21.813 6.697 8.330 0.405
H -19.849 5.139 7.480 0.525
H -19.680 3.085 9.334 0.396
H -21.513 3.922 11.344 0.370
N -18.742 4.970 4.317 0.450
C -17.813 5.865 4.838 -0.854
C -16.944 5.254 5.691 -0.256
C -17.222 3.900 5.566 -0.615
C -18.206 3.743 4.557 -0.348
H -19.397 5.155 3.571 0.122
H -17.894 6.929 4.673 0.371
H -16.191 5.619 6.373 0.426
H -16.930 3.066 6.187 0.372
H -18.572 2.820 4.133 0.376
N -19.356 4.383 0.590 0.318
C -19.007 3.080 0.663 -0.208
C -17.985 2.819 -0.261 -0.401
C -17.713 3.964 -0.891 -0.705
C -18.730 4.878 -0.503 -0.648
H -19.964 4.850 1.247 0.313
H -19.479 2.457 1.409 0.317
H -17.567 1.823 -0.269 0.381
H -16.969 4.091 -1.664 0.375
H -19.036 5.859 -0.836 0.411
N -26.212 4.973 3.326 0.275
C -25.833 6.322 3.498 -0.262
C -25.749 6.565 4.865 -0.975
C -25.975 5.404 5.558 -0.331
C -26.448 4.477 4.586 -0.880
H -26.459 4.550 2.442 0.271
H -25.914 6.887 2.581 0.439
H -25.422 7.496 5.305 0.441
H -26.124 5.308 6.623 0.506
H -27.002 3.559 4.720 0.633
N -25.181 1.180 6.829 0.091
C -25.917 0.775 7.914 -0.607
C -27.211 0.606 7.566 -0.503
C -27.277 0.950 6.188 -0.486
C -25.989 1.266 5.750 -0.394
H -24.177 1.260 6.744 0.196
H -25.330 0.398 8.739 0.360
H -27.998 0.221 8.198 0.395
H -28.088 0.925 5.475 0.429
H -25.670 1.580 4.767 0.508
```



Which value of charge does entry 4 give? 0



Repeat the third record exactly.
A cluster of 2 separate species, CH8NO in total in a non-equilibrium geometry, computed with ωB97M-V/def2-TZVPD.

Values from the calculation:
**Kohn-Sham gap (alpha / beta)**: 12.25 / 4.79 eV
**E_LUMO (alpha / beta)**: -0.3480 / -0.6221 Eh
**Charge**: +2
**<S²>**: 0.75
**Multiplicity**: 2
**Energy relative to the best compared isomer or geometry (same formula, charge and spin)**: 139.7 kJ/mol
**HOMO level (alpha / beta)**: -21.7 / -21.7 eV

The geometry in XYZ format:
```
11
Properties=species:S:1:pos:R:3:mulliken_charge:R:1
C 0.171 -1.822 0.523 -0.637
N 0.352 -0.695 -0.504 -0.353
H -0.495 -1.354 1.347 0.276
H -0.545 -2.533 0.018 0.302
H 0.974 -2.463 1.038 0.324
H -0.056 -1.038 -1.348 0.387
H 1.348 -0.410 -0.748 0.405
H -0.039 0.200 -0.101 0.303
H 0.216 3.545 0.063 0.526
H -1.299 3.625 -0.202 0.484
O -0.627 2.946 -0.085 -0.017
```